No. 1
The following is a quantum chemistry calculation of C15H16ClF3N2O2S2 as an isolated structure in a non-equilibrium geometry, from the OMol25 dataset.

Each line ends with the natural charge from an NBO analysis.
Atoms and positions in Å:
1 Cl 1.43 -0.37 1.62  -0.05
2 S -3.53 0.65 -0.53  2.26
3 S -1.04 2.00 0.83  0.35
4 F 7.54 0.32 -0.54  -0.33
5 F 6.69 -1.61 0.49  -0.29
6 F 6.24 -0.96 -1.84  -0.45
7 O -3.86 0.74 -2.19  -0.95
8 O -4.24 1.59 0.13  -0.89
9 N 3.97 2.16 0.06  -0.43
10 N -3.41 -0.85 -0.06  -0.74
11 C 0.51 1.88 -0.07  -0.11
12 C 2.86 0.32 0.70  -0.03
13 C 0.35 1.78 -1.37  -0.30
14 C -4.63 -1.26 1.94  -0.59
15 C 6.32 -0.44 -0.24  1.03
16 C -0.89 1.45 -1.65  -0.25
17 C -3.46 -3.08 -0.84  -0.63
18 C -2.73 -1.93 -1.12  -0.14
19 C -1.71 1.28 -0.67  -0.39
20 C 4.99 1.59 -0.20  0.14
21 C 1.67 2.53 0.69  -0.47
22 C -3.21 -0.86 1.35  -0.28
23 C 5.24 0.38 -0.12  -0.26
24 C 4.02 -0.35 0.61  -0.08
25 C 2.82 1.68 0.65  0.26
26 H -2.81 0.03 2.00  0.23
27 H 1.32 1.82 -1.97  0.24
28 H -2.92 -3.78 -1.65  0.23
29 H -5.05 -2.02 1.40  0.21
30 H -1.12 0.89 -2.78  0.25
31 H -1.62 -1.99 -0.54  0.20
32 H 5.88 2.38 -0.73  0.18
33 H 1.49 2.48 1.95  0.24
34 H -3.31 -3.43 0.04  0.21
35 H 1.84 3.54 0.65  0.26
36 H 4.09 -1.35 0.74  0.23
37 H -4.54 -1.29 3.05  0.21
38 H -2.92 -1.21 -1.88  0.28
39 H -2.59 -1.69 1.56  0.20
40 H -5.20 -0.07 1.78  0.21
41 H -4.50 -2.95 -1.22  0.24

**Kohn-Sham gap**: 0.2885 Eh
**Lowest unoccupied orbital energy**: -1.496 eV
**Strongest force on any atom**: 14.8 eV Å⁻¹
**E_HOMO**: -9.35 eV
**Electronic energy**: -65220.7822 eV


No. 2
The following is a quantum chemistry calculation of a 2-piece molecular cluster, C6H14N2O2 overall in a non-equilibrium geometry, from the OMol25 dataset.

Each line ends with the natural charge from an NBO analysis.
Atoms and positions in Å:
1 O -0.19 -1.78 0.56  -0.65
2 O -1.72 3.01 0.73  -0.61
3 N 1.94 -1.64 -0.14  -0.62
4 N -0.98 1.31 -0.57  -0.65
5 C -0.11 1.41 1.65  -0.72
6 C 0.47 -3.06 -1.39  -0.71
7 C -1.71 1.82 -1.73  -0.43
8 C 2.29 -0.69 0.92  -0.44
9 C 0.68 -2.15 -0.21  0.68
10 C -1.05 2.01 0.63  0.69
11 H -2.42 2.59 -1.46  0.23
12 H -0.14 -3.90 -1.07  0.24
13 H 1.39 -0.26 1.37  0.24
14 H -1.02 2.16 -2.51  0.19
15 H -0.95 0.31 -0.52  0.40
16 H -2.08 0.94 -2.25  0.19
17 H -0.09 -2.55 -2.18  0.24
18 H 2.71 0.16 0.37  0.20
19 H 0.85 1.75 1.25  0.23
20 H 2.86 -1.11 1.74  0.20
21 H 2.61 -1.67 -0.90  0.40
22 H 1.40 -3.41 -1.82  0.22
23 H -0.17 1.81 2.66  0.23
24 H -0.22 0.34 1.68  0.24

**Kohn-Sham gap**: 0.3638 Eh
**Lowest unoccupied orbital energy**: 0.588 eV
**Structure (SMILES)**: CNC(C)=O.CNC(C)=O
**Strongest force on any atom**: 1.7 eV Å⁻¹
**E_HOMO**: -9.31 eV
**Electronic energy**: -13524.4744 eV